Record 1
Entry from OMol25: a molecular structure, C32H25BrClF4MnN2O7P2SbSe4 (ωB97M-V with the def2-TZVPD basis set).

Calculated values
HOMO-LUMO gap (spin up / spin down), eV: 7.06 / 6.93

```
! RIJCOSX wB97M-V def2-TZVPD def2/J DEFGRID3
* xyz 0 2
Mn 0.402 0.606 0.275
O -0.928 2.570 5.505
C 0.339 2.187 5.525
O 0.999 2.179 6.531
C 0.926 1.749 4.224
C 2.255 1.443 3.994
Cl 3.608 1.505 5.006
N 2.391 1.043 2.711
N 1.197 1.088 2.085
C 0.321 1.514 2.982
C -1.077 1.629 2.474
O -1.973 2.079 3.178
O -1.208 1.165 1.287
C 3.600 0.645 2.059
C 3.977 -0.688 2.117
C 5.153 -1.083 1.496
C 5.927 -0.146 0.822
C 5.537 1.186 0.774
C 4.367 1.594 1.401
H -1.370 2.432 4.618
H 3.350 -1.395 2.647
H 5.461 -2.119 1.534
H 6.839 -0.458 0.329
H 6.140 1.914 0.244
H 4.043 2.627 1.371
F 1.956 -4.433 -4.325
C 1.334 -3.420 -3.738
C 0.075 -3.036 -4.170
F -0.498 -3.677 -5.180
C -0.565 -1.978 -3.549
F -1.747 -1.603 -4.039
C -0.004 -1.305 -2.475
P -0.760 0.180 -1.697
C -2.492 -0.208 -1.326
C -3.057 -1.474 -1.395
C -4.375 -1.671 -1.015
C -5.136 -0.602 -0.561
C -4.566 0.661 -0.460
C -3.245 0.855 -0.822
C -0.777 1.294 -3.142
C 0.450 1.585 -3.739
C 0.528 2.511 -4.764
C -0.617 3.169 -5.191
C -1.841 2.877 -4.609
C -1.925 1.941 -3.587
C 1.282 -1.683 -2.092
Br 2.244 -0.740 -0.745
C 1.941 -2.729 -2.704
F 3.167 -3.088 -2.320
H -2.478 -2.322 -1.746
H -4.809 -2.660 -1.080
H -6.168 -0.755 -0.274
H -5.141 1.494 -0.080
H -2.795 1.840 -0.700
H 1.359 1.092 -3.399
H 1.488 2.738 -5.211
H -0.553 3.909 -5.978
H -2.739 3.376 -4.949
H -2.888 1.717 -3.151
C -2.881 -1.258 2.115
O -1.826 -2.144 1.699
P -0.369 -1.704 1.197
O 0.510 -1.729 2.541
C 0.335 -2.727 3.544
O 0.085 -3.057 0.449
C -0.718 -4.173 0.079
H -2.742 -0.998 3.164
H -3.805 -1.814 1.987
H -2.889 -0.352 1.514
H 1.191 -2.656 4.211
H 0.299 -3.722 3.099
H -0.581 -2.542 4.102
H -1.704 -4.118 0.533
H -0.206 -5.075 0.410
H -0.810 -4.190 -1.008
Se 1.273 6.683 -0.940
Sb 0.192 4.710 -0.244
Se 1.400 2.673 -0.617
Se -1.383 4.685 1.710
Se -2.294 4.385 -0.523
*
```

Löwdin population analysis, charges in e, atoms 1 to 5: atom 1 (Mn): -0.1618, atom 2 (O): 0.1280, atom 3 (C): -0.5022, atom 4 (O): 0.0902, atom 5 (C): -0.0293



Record 2
Entry from OMol25: 8 unconnected molecules or ions with the total composition C25H48N2O9S3 (ωB97M-V with the def2-TZVPD basis set).

Calculated values
HOMO-LUMO gap (spin up / spin down), eV: 6.61 / 2.54

```
! RIJCOSX wB97M-V def2-TZVPD def2/J DEFGRID3
* xyz 1 2
C -3.776 -0.262 1.109
C -2.917 -0.546 2.380
O -2.184 0.270 2.895
C -3.017 -1.870 2.974
H -3.061 -0.373 0.294
H -4.226 0.730 1.117
H -4.614 -0.949 0.989
H -3.557 -2.581 2.349
H -3.309 -1.770 4.019
H -2.024 -2.318 3.002
C -0.078 1.559 -0.310
C 0.800 0.643 0.566
O 1.339 -0.384 0.104
C 0.935 1.128 1.969
H 0.576 2.284 -0.795
H -0.795 2.148 0.262
H -0.588 0.989 -1.087
H 0.879 0.296 2.671
H 0.152 1.837 2.238
H 1.853 1.696 2.120
C 0.360 -1.787 5.254
C -0.509 -2.816 5.958
O -1.615 -3.149 5.591
C 0.068 -3.475 7.146
H -0.122 -1.421 4.348
H 1.274 -2.322 4.999
H 0.491 -1.020 6.018
H 0.617 -2.762 7.762
H 0.839 -4.145 6.768
H -0.676 -4.028 7.720
C -1.219 6.335 0.153
C -0.700 5.533 -0.993
N -0.319 4.909 -1.878
H -2.228 6.113 0.500
H -1.284 7.383 -0.140
H -0.506 6.305 0.977
C 0.491 -3.162 -0.139
C 1.051 -2.975 1.220
N 1.431 -2.849 2.340
H -0.380 -2.529 -0.309
H 0.128 -4.179 -0.292
H 1.155 -2.999 -0.988
C 0.124 0.817 -4.141
C 1.631 0.947 -3.720
C 2.176 -0.442 -3.412
S 1.491 -1.505 -4.797
O 0.969 -2.747 -4.207
O 2.408 -1.558 -5.909
C 0.104 -0.336 -5.199
H -0.340 1.737 -4.496
H -0.422 0.476 -3.261
H 1.611 1.553 -2.814
H 2.200 1.406 -4.528
H 1.681 -0.851 -2.531
H 3.211 -0.707 -3.196
H -0.782 -0.889 -5.512
H 0.476 0.120 -6.116
C -5.427 -2.566 -1.867
C -4.259 -3.337 -1.179
C -3.142 -3.394 -2.214
S -3.038 -1.686 -2.932
O -2.886 -1.753 -4.401
O -2.156 -0.852 -2.038
C -4.809 -1.338 -2.452
H -6.156 -2.311 -1.097
H -5.898 -3.168 -2.644
H -4.587 -4.280 -0.743
H -3.797 -2.817 -0.340
H -3.511 -4.060 -2.995
H -2.161 -3.648 -1.814
H -5.345 -0.972 -3.328
H -4.634 -0.535 -1.736
C 3.948 3.682 -0.262
C 4.812 2.517 -0.907
C 5.562 1.801 0.229
S 5.440 2.827 1.770
O 6.824 3.052 2.170
O 4.425 2.338 2.728
C 4.854 4.273 0.738
H 3.112 3.205 0.252
H 3.604 4.443 -0.961
H 5.468 2.973 -1.648
H 4.176 1.870 -1.512
H 6.612 1.725 -0.052
H 5.383 0.756 0.483
H 5.822 4.627 0.384
H 4.493 5.119 1.323
*
```

Löwdin population analysis, charges in e, atoms 1 to 5: atom 1 (C): 0.0048, atom 2 (C): -0.4719, atom 3 (O): 0.0661, atom 4 (C): -0.0254, atom 5 (H): 0.0652



Record 3
Entry from OMol25: C6H7IO2 in the gas phase (ωB97M-V with the def2-TZVPD basis set).

Calculated values
HOMO-LUMO gap, eV: 8.84
Relative energy (zero: lowest compared OMol25 entry of this formula, charge and spin), kcal/mol: 38.4
Structure (SMILES): C/C(I)=C1\OC=C[C@H]1O

```
! RIJCOSX wB97M-V def2-TZVPD def2/J DEFGRID3
* xyz 0 1
C 0.923 1.921 0.084
C 0.474 0.792 1.011
C 0.926 1.522 -1.170
C 0.101 -0.198 -0.087
C -0.873 -2.140 -0.928
C -0.476 -1.353 0.278
O 0.389 0.274 -1.362
O -0.439 1.102 2.011
I -0.633 -2.028 2.290
H 1.250 2.948 0.433
H 1.485 0.609 1.487
H 1.177 1.902 -2.100
H -0.720 -1.635 -1.838
H -1.933 -2.245 -0.801
H -0.591 -3.166 -0.993
H -1.060 1.698 1.684
*
```

Löwdin population analysis, charges in e, atoms 1 to 5: atom 1 (C): -0.0222, atom 2 (C): -0.3791, atom 3 (C): -0.1019, atom 4 (C): -0.2876, atom 5 (C): -0.1245



Record 4
Entry from OMol25: a molecular structure, C8H15FeN3O7P (ωB97M-V with the def2-TZVPD basis set).

Calculated values
HOMO-LUMO gap (spin up / spin down), eV: 5.61 / 5.47

```
! RIJCOSX wB97M-V def2-TZVPD def2/J DEFGRID3
* xyz 2 2
Fe -0.009 -0.452 -0.417
O -0.854 -0.021 5.413
C -0.882 -1.292 5.050
O -1.004 -2.204 5.811
C -0.734 -1.631 3.586
C -0.749 -2.942 3.146
N -0.567 -2.930 1.818
N -0.437 -1.678 1.354
C -0.537 -0.887 2.422
C -0.441 0.551 2.158
O -0.505 1.403 2.996
O -0.274 0.800 0.857
H -0.751 0.612 4.679
H -0.878 -3.853 3.711
H -0.550 -3.729 1.203
C 1.469 3.285 -3.426
O 0.341 2.514 -2.865
P 0.406 1.121 -2.217
O 0.699 0.161 -3.421
C 0.579 -1.273 -3.303
O -1.144 0.840 -1.877
C -2.163 1.880 -1.584
H 1.011 4.108 -3.961
H 2.041 2.664 -4.110
H 2.090 3.666 -2.621
H 0.870 -1.690 -4.262
H -0.458 -1.551 -3.099
H 1.256 -1.663 -2.535
H -3.104 1.487 -1.952
H -1.905 2.793 -2.106
H -2.206 2.039 -0.511
N 2.072 -0.545 -0.064
H 2.695 -0.528 -0.868
H 2.345 -1.344 0.507
H 2.279 0.290 0.485
*
```

Löwdin population analysis, charges in e, atoms 1 to 5: atom 1 (Fe): 0.7997, atom 2 (O): 0.1764, atom 3 (C): -0.4715, atom 4 (O): 0.1682, atom 5 (C): 0.0004



Record 5
Entry from OMol25: 2 unconnected molecules or ions with the total composition C5H14 (ωB97M-V with the def2-TZVPD basis set).

Calculated values
HOMO-LUMO gap, eV: 12.40
Relative energy (zero: lowest compared OMol25 entry of this formula, charge and spin), kcal/mol: 7.6
Structure (SMILES): CCC.CC

```
! RIJCOSX wB97M-V def2-TZVPD def2/J DEFGRID3
* xyz 0 1
C 1.142 0.267 -2.039
C -0.029 -0.708 -2.020
C 2.050 0.187 -0.834
H 0.749 1.283 -2.151
H 1.690 0.073 -2.961
H 0.188 -1.760 -2.082
H -0.772 -0.437 -1.258
H 2.353 -0.813 -0.507
H 1.534 0.630 0.027
H -0.631 -0.465 -2.916
H 2.973 0.768 -0.885
C -1.234 0.392 1.661
C -1.779 -0.138 2.982
H -0.936 -0.434 1.024
H -1.994 0.890 1.059
H -0.391 1.067 1.785
H -1.590 0.511 3.835
H -1.262 -1.082 3.190
H -2.823 -0.436 2.930
*
```

Löwdin population analysis, charges in e, atoms 1 to 5: atom 1 (C): -0.3245, atom 2 (C): -0.1249, atom 3 (C): -0.1296, atom 4 (H): 0.1032, atom 5 (H): 0.0941



Record 6
Entry from OMol25: 2 unconnected molecules or ions with the total composition C5H6F2O (ωB97M-V with the def2-TZVPD basis set).

Calculated values
HOMO-LUMO gap, eV: 9.56
Relative energy (zero: lowest compared OMol25 entry of this formula, charge and spin), kcal/mol: 90.7

```
! RIJCOSX wB97M-V def2-TZVPD def2/J DEFGRID3
* xyz 0 1
C -1.035 -0.762 0.297
C 0.505 -1.255 0.568
C 1.316 -0.330 -0.067
C 0.741 0.958 -0.252
C -0.680 0.682 -0.292
H -2.672 -0.684 -1.019
H -1.433 -0.355 1.314
H 0.995 -2.129 1.170
H 0.697 1.594 0.604
H 0.960 1.571 -1.086
H -1.103 0.719 -1.249
O -1.837 -1.526 -0.429
F 2.660 -0.103 -0.158
F -1.309 1.851 0.400
*
```

Löwdin population analysis, charges in e, atoms 1 to 5: atom 1 (C): -0.4035, atom 2 (C): 0.1033, atom 3 (C): -0.2653, atom 4 (C): -0.1243, atom 5 (C): -0.2269



Record 7
Entry from OMol25: a molecular structure, C3H6BrNO2 (ωB97M-V with the def2-TZVPD basis set).

Calculated values
HOMO-LUMO gap, eV: 10.15
Relative energy (zero: lowest compared OMol25 entry of this formula, charge and spin), kcal/mol: 28.6

```
! RIJCOSX wB97M-V def2-TZVPD def2/J DEFGRID3
* xyz 0 1
C -0.459 0.041 -1.555
C 1.274 -0.334 0.737
C -0.113 0.150 0.395
N -0.544 1.357 0.778
O -0.585 -1.141 -2.045
O -0.546 1.035 -2.174
Br -1.378 -1.585 0.924
H 2.121 0.275 0.341
H 1.432 -0.178 1.806
H 1.603 -1.351 0.249
H -0.534 1.558 1.688
H -1.213 1.810 0.135
H -1.058 -1.638 -1.279
*
```

Löwdin population analysis, charges in e, atoms 1 to 5: atom 1 (C): -0.4916, atom 2 (C): -0.1520, atom 3 (C): -0.6125, atom 4 (N): 0.0948, atom 5 (O): 0.0739



Record 8
Entry from OMol25: 2 unconnected molecules or ions with the total composition C4H13NOS2 (ωB97M-V with the def2-TZVPD basis set).

Calculated values
HOMO-LUMO gap, eV: 9.52
Relative energy (zero: lowest compared OMol25 entry of this formula, charge and spin), kcal/mol: 12.9
Structure (SMILES): CCSSCCN.O

```
! RIJCOSX wB97M-V def2-TZVPD def2/J DEFGRID3
* xyz 0 1
N 2.305 -0.253 1.818
C 1.249 0.458 1.062
C 1.621 0.776 -0.362
S 1.561 -0.650 -1.521
S -0.142 -1.674 -1.012
C -1.353 -1.041 -2.230
C -2.315 0.021 -1.668
H 3.192 0.229 1.708
H 2.385 -1.177 1.408
H 0.960 1.356 1.610
H 0.416 -0.222 1.211
H 2.682 1.008 -0.411
H 1.039 1.575 -0.798
H -1.922 -1.916 -2.560
H -0.775 -0.713 -3.075
H -2.575 0.679 -2.483
H -3.187 -0.474 -1.256
H -1.888 0.537 -0.809
H -1.158 -0.031 2.562
H -0.740 0.721 3.775
O -1.356 0.789 3.033
*
```

Löwdin population analysis, charges in e, atoms 1 to 5: atom 1 (N): -0.0070, atom 2 (C): -0.3865, atom 3 (C): -0.5207, atom 4 (S): 0.4967, atom 5 (S): 0.4886



Record 9
Entry from OMol25: 8 unconnected molecules or ions with the total composition C27H34N2O23S (ωB97M-V with the def2-TZVPD basis set).

Calculated values
HOMO-LUMO gap, eV: 8.60
Relative energy (zero: lowest compared OMol25 entry of this formula, charge and spin), kcal/mol: 72.3
Structure (SMILES): C#CCOC(=O)N(C)N=C=S.O=C1OCCO1.O=C1OCCO1.O=C1OCCO1.O=C1OCCO1.O=C1OCCO1.O=C1OCCO1.O=C1OCCO1

```
! RIJCOSX wB97M-V def2-TZVPD def2/J DEFGRID3
* xyz 0 1
C 3.286 -0.792 -1.424
C 2.377 -0.076 -2.074
C 1.438 0.844 -3.022
O 0.494 1.642 -2.257
C -0.577 0.824 -1.723
O -0.820 0.945 -0.483
N -1.308 -0.024 -2.695
C -1.411 -1.456 -2.264
N -2.534 0.523 -3.089
C -3.465 0.417 -2.149
S -4.848 -0.060 -1.304
H 4.299 -1.153 -0.993
H 0.975 0.212 -3.862
H 2.152 1.604 -3.546
H -0.318 -1.869 -2.247
H -1.954 -2.112 -3.062
H -1.819 -1.615 -1.197
C 1.354 -2.407 0.841
C 0.998 -3.446 1.856
O -0.237 -3.957 1.377
C -0.276 -3.711 0.037
O -1.105 -4.160 -0.711
O 0.744 -2.894 -0.346
H 2.433 -2.305 0.710
H 0.931 -1.426 1.078
H 1.727 -4.261 1.895
H 0.882 -3.026 2.858
C -0.196 3.634 2.519
C -0.619 2.260 2.935
O 0.372 1.890 3.882
C 0.901 3.042 4.377
O 1.648 3.096 5.319
O 0.475 4.126 3.670
H -1.044 4.271 2.261
H 0.506 3.619 1.680
H -1.597 2.254 3.427
H -0.639 1.559 2.098
C 5.082 -6.928 0.373
C 3.842 -6.667 1.171
O 4.124 -5.431 1.810
C 5.065 -4.798 1.054
O 5.409 -3.657 1.216
O 5.565 -5.623 0.093
H 4.876 -7.472 -0.551
H 5.841 -7.471 0.944
H 2.956 -6.545 0.540
H 3.648 -7.450 1.907
C 1.436 5.608 7.635
C 0.051 6.081 7.951
O -0.111 5.716 9.313
C 1.138 5.619 9.852
O 1.361 5.491 11.026
O 2.098 5.688 8.889
H 1.932 6.237 6.893
H 1.455 4.570 7.291
H -0.051 7.167 7.862
H -0.705 5.602 7.327
C 6.594 2.084 -0.238
C 6.722 2.197 1.249
O 5.444 1.794 1.714
C 4.894 1.012 0.743
O 3.888 0.369 0.880
O 5.633 1.053 -0.401
H 7.537 1.814 -0.719
H 6.211 3.000 -0.697
H 7.477 1.518 1.658
H 6.950 3.215 1.572
C -4.114 -2.037 -6.166
C -3.590 -1.629 -7.506
O -2.342 -1.029 -7.194
C -1.940 -1.544 -5.997
O -0.849 -1.377 -5.521
O -2.932 -2.269 -5.413
H -4.726 -2.939 -6.214
H -4.690 -1.242 -5.683
H -3.417 -2.485 -8.167
H -4.247 -0.919 -8.012
C -8.662 1.356 -2.909
C -9.558 0.970 -4.045
O -8.681 0.289 -4.929
C -7.640 -0.173 -4.181
O -6.801 -0.935 -4.580
O -7.672 0.339 -2.921
H -9.187 1.376 -1.952
H -8.177 2.323 -3.069
H -10.353 0.283 -3.737
H -10.008 1.836 -4.534
*
```

Löwdin population analysis, charges in e, atoms 1 to 5: atom 1 (C): 0.0700, atom 2 (C): -0.0179, atom 3 (C): -0.1686, atom 4 (O): -0.0534, atom 5 (C): -0.3393